Entry 1:
Molecular formula: C24H57N16O13P2
Method: DFT, wB97M-V/def2-TZVPD

Results
**Net charge**: -1
**Spin multiplicity**: 1
**HOMO energy**: -0.167 hartree
**HOMO-LUMO gap**: 0.2310 hartree
**Maximum force**: 11.02 eV/A

Cartesian coordinates (Å):
C 1.981785 2.942206 4.246391
C 1.370520 2.111783 3.630906
P 0.278224 0.887560 2.655455
C 1.830901 -0.126383 2.292455
C 1.778004 -1.365438 1.414337
C 1.648307 -1.057439 -0.079813
N 2.504222 -1.986437 -0.852309
C 3.013993 -1.496475 -2.109174
C 2.206905 -1.739402 -3.368198
C 1.096536 -2.566008 -3.421064
C 0.425877 -2.785450 -4.613874
C 0.836618 -2.167658 -5.778924
C 1.938454 -1.327136 -5.743876
C 2.611690 -1.133171 -4.556038
O 3.741302 -0.307450 -4.536570
O 0.545587 1.762370 1.202062
C -0.484060 2.295911 0.393788
C -1.191102 3.538591 0.973270
C -2.716693 3.363506 0.967927
O -0.816057 -0.296043 1.932349
C -1.634768 -0.779852 2.917689
N -2.355247 -1.981337 2.526984
C -0.668882 -1.084707 4.059547
P -1.252130 -1.842755 5.603129
O -2.881772 -1.537939 5.781965
O -1.230381 -3.443163 5.179356
O 0.059634 0.059413 4.248042
H 2.571928 3.543607 4.885833
H -0.822927 1.687738 3.045042
H 2.250016 -0.373862 3.263854
H 2.492278 0.581799 1.808484
H 1.048212 -2.105918 1.723752
H 2.743262 -1.851626 1.504546
H 1.938175 -0.034091 -0.283030
H 0.602572 -1.172623 -0.366717
H 2.034430 -2.869405 -0.978857
H 4.007470 -1.910756 -2.290856
H 3.158131 -0.425190 -2.019043
H 0.759742 -3.061819 -2.528074
H -0.435120 -3.434047 -4.624250
H 0.312132 -2.307017 -6.706671
H 2.271156 -0.827841 -6.638652
H 4.514863 -0.866265 -4.650923
H -1.216863 1.572454 0.046511
H 0.012610 2.633577 -0.512730
H -0.992135 4.385413 0.323089
H -0.815267 3.753099 1.964698
H -3.008988 3.258508 -0.072894
H -3.237862 4.214341 1.403231
H -2.961928 2.441149 1.486946
H -2.307967 -0.010310 3.321861
H -2.881008 -1.809134 1.679652
H -3.040437 -2.192979 3.241607
H -0.023979 -1.882812 3.643794
H -3.388187 -2.303199 5.488207
H -1.675717 -3.557679 4.322856
C 1.842122 1.860674 8.075938
O 2.743924 2.596440 7.713355
N 1.189728 2.069529 9.276889
N 1.397396 0.788485 7.371513
H 0.441644 1.490779 9.604755
H 1.484423 2.852093 9.826350
H 1.814226 0.611521 6.471960
H 0.647660 0.195039 7.672371
C -2.128354 1.980333 -2.928335
O -2.162191 2.928720 -2.159255
N -1.057793 1.675113 -3.720036
N -3.196589 1.134376 -3.032400
H -1.071657 0.880499 -4.329423
H -0.207728 2.220898 -3.652706
H -4.011803 1.359711 -2.480820
H -3.205003 0.337435 -3.636908
C -5.649238 -0.668554 1.329360
O -4.673183 -0.908146 0.653547
N -6.170162 -1.570254 2.231366
N -6.307813 0.528851 1.252431
H -6.969311 -1.383169 2.804584
H -5.706619 -2.454577 2.309360
H -5.929406 1.207772 0.617188
H -7.107826 0.761742 1.806930
C 5.081101 -1.551099 -8.460581
O 4.295031 -2.422976 -8.147653
N 5.285363 -0.435882 -7.688997
N 5.817672 -1.603247 -9.617661
H 5.921902 0.297803 -7.932348
H 4.736111 -0.347937 -6.852895
H 5.686561 -2.403674 -10.205411
H 6.465951 -0.892499 -9.895045
C 2.702242 2.217596 -3.223681
O 1.599433 2.733712 -3.246855
N 3.832040 2.932995 -2.934137
N 2.890802 0.883392 -3.464708
H 4.746427 2.528724 -2.888941
H 3.714541 3.907065 -2.730403
H 2.077243 0.325803 -3.651616
H 3.785909 0.436794 -3.428123
C -6.661869 2.720773 -2.425134
O -5.790649 1.985234 -2.012294
N -7.798430 2.253766 -3.037108
N -6.569589 4.083062 -2.305219
H -8.526287 2.847866 -3.382317
H -7.888334 1.260294 -3.131144
H -5.733090 4.443004 -1.880141
H -7.267907 4.719850 -2.635527
C 3.192100 -4.231379 3.942102
O 3.347419 -4.046899 2.751251
N 1.969399 -4.158870 4.546727
N 4.242724 -4.525210 4.782488
H 1.813434 -4.305179 5.524947
H 1.187082 -3.916646 3.966220
H 5.154173 -4.574832 4.371473
H 4.138986 -4.668922 5.767639

Forces on atoms 1 to 2 (eV/Å):
0.4730 0.1675 0.4905
-0.7667 -0.6220 -0.6507

Entry 2:
Molecular formula: C24H58CrP2Si4Te
Method: DFT, wB97M-V/def2-TZVPD

Results
**Spin multiplicity**: 5
**HOMO energy (spin up / spin down)**: -0.247 / -0.207 hartree
**HOMO-LUMO gap (spin up / spin down)**: 0.2676 / 0.1817 hartree
**Maximum force**: 3.95 eV/A

Cartesian coordinates (Å):
P 0.193844 -1.423546 -6.654752
P 0.011258 1.808743 -6.541261
C -0.210223 -0.480888 -8.229831
C 0.290144 0.972639 -8.201562
H -1.307410 -0.513676 -8.341791
H 0.243850 -1.026460 -9.071969
H 1.375414 1.015881 -8.395659
H -0.226336 1.571270 -8.968310
C -1.592541 2.654323 -6.892449
H -1.800082 3.344752 -6.063778
H -2.400459 1.912184 -6.938054
H -1.544799 3.212486 -7.834931
C 1.162156 3.227692 -6.750464
H 0.979526 3.752788 -7.694061
H 2.194021 2.856360 -6.724151
H 1.015548 3.914746 -5.908450
C -0.967181 -2.832686 -6.871448
H -0.756456 -3.572786 -6.090253
H -0.855104 -3.292601 -7.859044
H -1.994562 -2.470286 -6.742610
C 1.767602 -2.232669 -7.180993
H 2.568569 -1.483840 -7.237015
H 1.650366 -2.727440 -8.152161
H 2.038101 -2.974720 -6.417771
Cr 0.008260 -0.117611 -0.255736
C 0.676961 1.498375 -1.485373
C -0.723073 1.414905 -1.553859
C -1.492717 0.737363 -2.668456
C -1.886859 -0.724097 -2.306060
C -0.839808 -1.445956 -1.520164
C 0.579196 -1.357159 -1.729780
C 1.223239 -0.591297 -2.846871
C 1.650045 0.846506 -2.431602
C 0.033407 -1.533096 1.413949
H 1.127828 2.354134 -0.897237
H -1.325963 2.206125 -1.014201
H -0.940796 0.754772 -3.622524
H -2.424547 1.293401 -2.863096
H -2.802776 -0.697208 -1.696130
H -2.146199 -1.272393 -3.219155
H -1.217528 -2.324426 -0.927895
H 1.222299 -2.164033 -1.271855
H 0.575445 -0.552858 -3.734638
H 2.124721 -1.132516 -3.167265
H 2.626721 0.786587 -1.924545
H 1.822271 1.448140 -3.338627
H 0.878402 -1.528027 2.157934
H 0.408555 -2.569793 0.919036
H -0.911386 -1.786604 1.860942
C 3.399698 0.217642 4.395688
Si 1.944876 1.134064 5.092194
C 2.031003 1.228047 6.943289
C 1.901818 2.832959 4.343431
Si -0.003867 -0.031728 4.642039
Te -0.068507 0.886100 2.138357
Si 0.002704 -2.236974 5.238250
C 0.036419 -2.226919 7.092255
C -1.523613 -3.099147 4.631823
C 1.495548 -3.111900 4.569266
Si -1.951998 1.128500 5.095512
C -2.050106 1.187404 6.946077
C -1.894272 2.840044 4.376692
C -3.399004 0.228477 4.363459
H 4.286716 0.820289 4.645769
H 3.337173 0.130029 3.305043
H 3.510658 -0.781536 4.834013
H 2.953294 1.779270 7.176318
H 1.179728 1.774750 7.365262
H 2.088190 0.234394 7.402691
H 1.806757 2.791358 3.250428
H 1.090135 3.444961 4.753578
H 2.865792 3.297609 4.598711
H -0.845071 -1.735560 7.518965
H 0.032422 -3.283183 7.397226
H 0.942155 -1.751814 7.485634
H -1.591700 -3.108847 3.541754
H -1.434155 -4.139961 4.983959
H -2.437611 -2.662534 5.053375
H 1.517486 -3.128947 3.480001
H 2.431252 -2.682441 4.950322
H 1.414193 -4.150980 4.932236
H -1.200049 1.722141 7.385073
H -2.972562 1.737439 7.180359
H -2.115395 0.184838 7.383834
H -1.785912 2.820761 3.283871
H -2.860944 3.301280 4.628409
H -1.086733 3.442287 4.809134
H -3.325993 0.165542 3.272437
H -3.514775 -0.780381 4.777902
H -4.286703 0.827200 4.621370

Forces on atoms 1 to 2 (eV/Å):
-0.0907 0.0451 -0.1913
0.0491 -0.0163 -0.1531

Which of these has the highest spin multiplicity? C24H58CrP2Si4Te